# 1
{
  "formula": "C10H26O2",
  "method": "ωB97M-V/def2-TZVPD",
  "homo_energy_ev": -10.03,
  "charge": 0,
  "homo_lumo_gap_ha": 0.3926,
  "e_tot_ev": -14881.151,
  "smiles": "CCCCCC.CCO.CCO",
  "species": ["C", "C", "C", "C", "C", "C", "H", "H", "H", "H", "H", "H", "H", "H", "H", "H", "H", "H", "H", "H", "C", "C", "O", "H", "H", "H", "H", "H", "H", "C", "C", "O", "H", "H", "H", "H", "H", "H"],
  "positions_angstrom": [[3.166, -1.728, -1.107], [3.143, -1.282, 0.375], [1.778, -0.854, 0.838], [0.713, -1.958, 0.917], [-0.483, -1.469, 1.821], [-1.764, -2.419, 1.666], [2.692, -0.955, -1.761], [2.563, -2.545, -1.029], [4.349, -2.050, -1.486], [3.765, -0.434, 0.389], [3.537, -1.977, 1.157], [1.638, -0.185, 0.021], [1.902, -0.292, 1.871], [1.047, -2.958, 1.240], [0.108, -2.089, -0.074], [-0.728, -0.440, 1.475], [-0.369, -1.462, 3.108], [-2.423, -1.998, 2.366], [-1.517, -3.436, 2.309], [-2.236, -2.624, 0.817], [-1.637, 2.142, 1.770], [-2.368, 1.472, 0.522], [-3.401, 0.622, 1.115], [-1.247, 1.364, 2.445], [-2.322, 2.637, 2.333], [-1.005, 2.841, 1.322], [-1.839, 0.830, 0.156], [-2.739, 2.121, -0.451], [-3.911, 0.095, 0.448], [0.191, 2.994, -2.290], [0.108, 1.717, -2.952], [-1.233, 1.194, -2.944], [-0.306, 3.838, -2.792], [1.327, 3.267, -2.341], [-0.242, 2.973, -1.261], [0.584, 0.931, -2.372], [0.279, 1.646, -4.012], [-1.115, 0.486, -3.612]],
  "atomic_forces_ev_per_a": [[3.9, 0.9, 0.3], [1.0, -0.9, 0.5], [0.7, 0.0, 1.4], [-2.4, 0.8, -0.2], [-0.8, -1.2, 1.6], [4.3, -1.0, 6.3], [0.7, -0.6, 0.4], [-1.5, -2.8, -1.0], [-3.7, 1.0, 1.0], [0.9, 1.3, 0.6], [0.2, -0.1, -1.2], [-1.6, 1.3, -0.1], [-0.5, -1.0, -2.1], [0.2, 0.5, -0.1], [1.6, 0.1, 1.3], [0.1, -0.7, 0.5], [0.4, 0.2, -3.9], [-1.5, 0.8, 0.6], [-0.4, 2.1, -2.1], [-1.4, -0.7, -3.9], [-0.9, -2.7, -2.7], [-6.5, 6.3, 3.6], [-1.1, 0.2, -0.6], [0.5, 0.3, -0.7], [-2.2, 1.7, 1.5], [1.8, 1.0, -0.1], [6.9, -6.6, -4.5], [0.6, -0.9, 2.9], [1.0, 0.9, 0.6], [1.9, 2.7, 0.6], [-1.7, -2.5, -0.1], [-0.9, -0.7, -0.7], [0.0, -0.5, -0.2], [-1.9, -0.3, 0.8], [0.8, -0.2, -0.6], [1.3, 0.2, -0.2], [1.6, 0.7, -0.3], [-1.0, 0.4, 0.8]],
  "mulliken_charge": [-1.008, -0.742, -0.330, -0.439, 0.242, -1.450, 0.221, 0.358, 0.264, 0.382, 0.368, 0.017, 0.287, 0.338, 0.276, -0.336, 0.289, 0.456, 0.277, 0.467, -1.073, -0.339, -0.551, 0.316, 0.426, 0.332, 0.383, 0.238, 0.284, -0.739, -0.062, -0.539, 0.338, 0.280, 0.003, 0.021, 0.428, 0.315]
}

---

# 2
{
  "formula": "C10H27AlBCsFO9PSi",
  "method": "ωB97M-V/def2-TZVPD",
  "homo_energy_ev": -12.59,
  "charge": 2,
  "homo_lumo_gap_ha": 0.0528,
  "e_tot_ev": -56914.146,
  "species": ["C", "C", "O", "P", "O", "C", "C", "Si", "B", "O", "O", "O", "C", "C", "H", "H", "H", "H", "H", "H", "H", "H", "H", "H", "H", "H", "H", "H", "H", "H", "H", "H", "C", "O", "H", "H", "H", "Cs", "C", "O", "C", "O", "O", "C", "H", "H", "H", "H", "H", "H", "Al", "F"],
  "positions_angstrom": [[-0.260, -2.559, 0.205], [0.241, -1.312, 0.890], [-0.716, -0.243, 0.595], [-0.572, 1.045, 1.591], [-0.097, 0.712, 2.925], [-2.202, 1.799, 1.542], [-3.396, 0.812, 1.449], [-4.623, 1.155, 0.057], [-3.951, 0.142, -1.585], [-3.683, -1.184, -1.436], [-3.750, 0.803, -2.782], [0.435, 2.194, 0.925], [0.407, 2.274, -0.452], [1.788, 1.639, -1.021], [0.559, -3.222, -0.054], [-0.989, -3.049, 0.866], [-0.796, -2.297, -0.721], [1.229, -1.062, 0.470], [0.366, -1.462, 1.956], [-2.233, 2.465, 0.670], [-2.270, 2.377, 2.460], [-3.951, 0.833, 2.385], [-3.067, -0.219, 1.313], [-4.727, 2.637, -0.182], [-5.943, 0.595, 0.412], [-3.569, -1.707, -2.238], [-3.502, 0.137, -3.437], [0.335, 3.315, -0.786], [-0.495, 1.744, -0.902], [2.552, 1.923, -0.298], [1.759, 0.540, -1.140], [2.069, 2.080, -1.998], [-5.909, 5.083, -0.787], [-5.513, 4.791, 0.398], [-5.141, 5.314, -1.536], [-6.636, 4.364, -1.276], [-6.654, 5.953, -0.809], [-0.483, 0.760, -2.082], [6.718, -4.493, -1.305], [5.532, -3.956, -0.672], [5.757, -3.005, 0.205], [6.809, -2.509, 0.509], [4.565, -2.611, 0.724], [4.689, -1.617, 1.734], [6.359, -5.255, -1.986], [7.242, -3.711, -1.850], [7.373, -4.931, -0.557], [5.189, -0.728, 1.315], [5.264, -1.946, 2.596], [3.676, -1.374, 2.050], [4.491, 0.476, -0.830], [-0.275, -3.505, 2.481]],
  "atomic_forces_ev_per_a": [[-0.5, 0.5, -0.4], [0.5, -0.9, -0.7], [0.9, 1.7, 0.4], [-0.6, -0.1, 1.7], [0.3, 0.0, -0.2], [-0.3, -0.4, -1.0], [-0.1, 0.1, 0.3], [0.2, -0.4, 0.2], [-0.3, 0.5, 0.1], [0.0, 0.2, 0.1], [0.3, -0.4, 0.2], [-0.5, -0.9, 0.4], [1.4, 1.8, 1.9], [-0.5, 0.9, 0.0], [0.0, -0.2, 0.3], [0.2, -0.3, 0.1], [0.1, 0.0, -0.1], [-0.1, 0.4, 0.0], [-0.3, 0.1, 0.1], [0.1, 0.4, 0.2], [0.2, 0.3, -0.1], [0.1, -0.1, 0.1], [0.0, -0.1, 0.1], [0.0, -0.1, 0.0], [0.0, 0.1, -0.1], [0.0, -0.2, 0.0], [-0.2, 0.2, -0.5], [0.2, 0.1, 0.1], [2.3, 7.1, 8.5], [-0.2, 0.2, 0.2], [0.3, 0.4, 0.6], [-0.1, -0.2, 0.4], [1.0, 0.3, -1.5], [-0.4, -0.3, 0.1], [0.2, 0.1, 0.2], [-0.5, 0.1, 0.6], [-0.3, -0.3, 0.5], [-3.9, -10.4, -12.9], [0.0, -0.1, 0.0], [0.0, 0.0, -0.1], [0.0, 0.0, 0.2], [0.0, 0.1, -0.1], [0.0, 0.1, -0.1], [-0.4, 0.1, 0.0], [0.0, 0.0, 0.0], [0.0, 0.0, 0.0], [0.0, 0.0, 0.0], [0.2, 0.1, 0.2], [0.1, 0.0, -0.1], [0.0, 0.0, 0.0], [0.7, -0.5, 0.2], [0.0, 0.0, 0.2]],
  "mulliken_charge": [-1.195, -0.147, -0.205, 0.738, -0.738, -0.477, -0.525, 0.338, 0.447, -0.492, -0.473, -0.397, -2.072, -1.925, 0.408, 0.379, 0.182, -0.086, 0.514, 0.311, 0.377, 0.477, 0.199, -0.269, -0.124, 0.283, 0.292, 0.857, 1.848, 0.342, 0.486, 0.612, -0.371, -0.160, 0.303, 0.318, 0.358, 1.103, -0.626, -0.300, 0.705, -0.511, -0.205, -0.516, 0.232, 0.302, 0.310, 0.161, 0.341, 0.134, 0.969, -0.509]
}

---

# 3
{
  "formula": "C10H27AlN2O2PS",
  "method": "ωB97M-V/def2-TZVPD",
  "homo_energy_ev": -4.19,
  "charge": -1,
  "homo_lumo_gap_ha": 0.2458,
  "e_tot_ev": -44603.560,
  "species": ["C", "C", "Al", "P", "S", "H", "H", "H", "H", "H", "C", "C", "C", "O", "C", "N", "H", "H", "H", "H", "H", "H", "H", "H", "H", "H", "H", "C", "C", "C", "O", "C", "N", "H", "H", "H", "H", "H", "H", "H", "H", "H", "H", "H"],
  "positions_angstrom": [[-2.679, 0.327, -0.625], [-3.735, 0.925, -0.699], [-5.377, 1.948, -0.826], [-4.608, 4.258, -0.627], [-2.844, 4.486, 0.304], [-1.686, -0.027, -0.762], [-6.042, 1.811, -2.291], [-6.373, 1.708, 0.410], [-4.630, 4.932, -1.866], [-5.605, 5.054, -0.028], [1.257, 0.141, 2.362], [0.523, 1.312, 1.716], [1.369, 2.111, 0.724], [2.367, 2.932, 1.315], [3.592, 2.299, 1.589], [-0.067, 2.139, 2.769], [1.941, 0.480, 3.143], [0.539, -0.532, 2.829], [1.835, -0.420, 1.624], [-0.309, 0.913, 1.127], [0.709, 2.787, 0.178], [1.845, 1.433, 0.000], [3.846, 1.574, 0.805], [3.596, 1.772, 2.548], [4.361, 3.071, 1.613], [-0.665, 2.845, 2.349], [0.681, 2.655, 3.223], [1.745, -4.547, -1.197], [2.026, -3.133, -1.691], [1.246, -2.042, -0.949], [-0.116, -1.948, -1.300], [-0.995, -2.831, -0.629], [1.836, -3.085, -3.141], [0.769, -4.893, -1.541], [2.494, -5.233, -1.592], [1.759, -4.598, -0.107], [3.084, -2.918, -1.501], [1.681, -1.073, -1.211], [1.349, -2.174, 0.137], [-0.670, -2.990, 0.405], [-1.061, -3.800, -1.131], [-1.978, -2.364, -0.622], [2.148, -2.188, -3.499], [0.839, -3.116, -3.332]],
  "atomic_forces_ev_per_a": [[-0.3, 0.6, -0.5], [0.6, -0.5, 0.2], [-0.4, 0.0, -0.1], [0.4, -0.3, 0.2], [-0.1, 0.2, -0.1], [0.1, -0.3, 0.2], [0.0, 0.1, 0.1], [0.0, 0.1, 0.0], [0.0, 0.0, -0.1], [-0.1, 0.1, 0.1], [0.0, 0.0, 0.0], [-0.1, 0.0, 0.1], [0.1, -0.1, 0.0], [0.0, 0.0, 0.1], [0.0, 0.0, -0.1], [0.1, 0.1, -0.1], [0.0, 0.0, 0.0], [0.0, 0.0, 0.0], [0.0, 0.0, 0.0], [0.0, 0.0, 0.0], [0.0, 0.0, 0.0], [-0.1, 0.0, 0.0], [0.0, 0.0, 0.0], [0.0, 0.0, 0.0], [0.0, 0.0, 0.0], [-0.2, -0.1, 0.0], [0.0, 0.0, 0.0], [0.0, 0.0, 0.0], [0.1, 0.0, 0.0], [0.0, 0.0, 0.1], [0.0, 0.0, -0.1], [0.0, 0.0, 0.1], [0.0, 0.0, 0.0], [0.0, 0.0, 0.0], [0.0, 0.0, 0.0], [0.0, 0.0, 0.0], [0.0, 0.0, 0.0], [0.0, 0.0, 0.0], [0.0, 0.0, 0.0], [0.0, 0.0, 0.0], [0.0, 0.0, 0.0], [0.0, 0.0, 0.0], [0.0, 0.0, 0.0], [0.0, 0.0, 0.0]],
  "mulliken_charge": [0.163, -0.870, 0.007, -0.020, -0.545, 0.569, -0.208, -0.196, 0.032, 0.029, -1.450, 0.775, -0.672, -0.414, -0.599, -0.740, 0.343, 0.350, 0.267, 0.137, 0.396, 0.295, 0.265, 0.216, 0.265, 0.275, 0.305, -1.471, 0.213, -0.193, -0.334, -0.745, -0.751, 0.290, 0.364, 0.349, 0.415, 0.167, 0.235, 0.311, 0.222, 0.338, 0.287, 0.325]
}

---

# 4
{
  "formula": "C10H27ClIIrO2P2S",
  "method": "ωB97M-V/def2-TZVPD",
  "homo_energy_ev": [-14.12, -14.02],
  "de_lowest_kj_mol": 372.1,
  "charge": 2,
  "homo_lumo_gap_ha": [0.3019, 0.1706],
  "e_tot_ev": -67756.214,
  "multiplicity": 5,
  "species": ["C", "C", "H", "H", "H", "O", "I", "Ir", "P", "C", "C", "H", "H", "H", "H", "H", "H", "C", "H", "H", "H", "P", "C", "C", "H", "H", "H", "C", "H", "H", "H", "H", "H", "H", "Cl", "C", "S", "C", "O", "H", "H", "H", "H", "H", "H"],
  "positions_angstrom": [[0.291, -1.025, -1.582], [-0.747, 0.054, -1.565], [-0.260, -1.991, -1.532], [1.047, -0.958, -0.784], [0.750, -0.981, -2.586], [-1.457, 0.239, -2.561], [-1.272, 1.205, 0.036], [3.233, -0.740, 1.519], [1.201, 2.426, -1.443], [-0.159, 3.195, -2.429], [1.798, 3.946, -0.598], [2.080, 4.676, -1.378], [2.692, 3.258, -3.140], [2.674, 3.683, 0.014], [3.332, 1.774, -2.341], [-0.849, 3.715, -1.751], [0.987, 4.346, 0.029], [2.443, 2.254, -2.768], [0.292, 3.916, -3.123], [2.021, 1.649, -3.578], [-0.712, 2.422, -2.976], [1.307, -1.333, 2.256], [-0.288, -2.078, 2.650], [2.503, -2.724, 2.141], [2.614, 0.103, 3.638], [1.722, -1.116, 4.674], [0.879, 0.329, 4.000], [1.662, -0.421, 3.835], [3.590, -2.596, 1.855], [2.363, -3.121, 3.159], [-0.176, -2.577, 3.639], [-0.602, -2.816, 1.891], [2.018, -3.377, 1.397], [-1.110, -1.348, 2.747], [4.456, 0.990, 0.807], [-4.013, -2.361, -1.524], [-3.084, -1.484, -0.286], [-4.323, -0.413, 0.453], [-2.625, -2.453, 0.743], [-4.806, -1.716, -1.920], [-4.443, -3.218, -1.004], [-3.367, -2.669, -2.362], [-4.732, -0.941, 1.312], [-3.861, 0.535, 0.765], [-5.068, -0.256, -0.331]],
  "atomic_forces_ev_per_a": [[0.3, -0.3, 0.1], [-2.4, -0.9, -4.7], [0.3, 0.5, 0.1], [-0.4, 0.0, -0.3], [-0.1, -0.1, 0.5], [2.2, -0.3, 2.5], [0.7, 1.0, 1.8], [2.9, 2.1, -1.9], [-0.3, 2.9, -1.5], [-0.3, -0.4, 0.4], [0.1, -0.6, 0.8], [-0.2, -0.4, 0.3], [-0.2, -0.2, 0.2], [-0.3, 0.4, -0.1], [0.0, 0.1, -0.4], [0.2, -0.1, -0.3], [0.4, -0.1, -0.1], [0.3, -1.1, 0.3], [-0.1, -0.2, 0.1], [0.2, 0.1, 0.1], [0.1, 0.4, 0.0], [-3.7, 1.2, 2.1], [-0.5, -1.0, -0.2], [-1.0, -1.6, 0.4], [0.0, 0.2, 0.8], [0.2, 0.2, 0.0], [0.2, -0.1, -0.1], [0.1, -0.4, -0.9], [-0.1, -0.9, 0.4], [0.7, -0.2, -0.3], [0.1, 0.2, -0.6], [0.0, 0.3, 0.3], [0.7, -0.1, 0.3], [0.6, -0.1, -0.2], [-0.3, 0.0, 0.0], [-0.6, -0.1, -0.3], [0.6, 0.5, -0.2], [-0.3, -0.3, -0.3], [0.1, -0.2, 0.3], [0.2, -0.2, 0.1], [-0.1, -0.1, -0.2], [-0.1, 0.1, 0.6], [-0.2, 0.0, 0.0], [-0.3, -0.5, -0.1], [-0.1, 0.3, 0.4]],
  "mulliken_charge": [-0.712, 0.530, 0.341, -0.049, 0.401, -0.512, 0.320, 0.843, 0.655, -1.249, -1.065, 0.425, 0.449, 0.334, 0.365, 0.432, 0.350, -1.208, 0.440, 0.377, 0.361, 0.413, -1.306, -0.964, 0.583, 0.388, 0.349, -1.212, 0.255, 0.378, 0.460, 0.433, 0.417, 0.344, -0.348, -1.137, 0.752, -1.018, -0.673, 0.384, 0.396, 0.304, 0.344, 0.278, 0.354]
}

---

# 5
{
  "formula": "C10H27N7O14Si",
  "method": "ωB97M-V/def2-TZVPD",
  "homo_energy_ev": -9.50,
  "charge": 0,
  "homo_lumo_gap_ha": 0.3289,
  "e_tot_ev": -57759.111,
  "smiles": "C[N+](=O)[O-].C[N+](=O)[O-].C[N+](=O)[O-].C[N+](=O)[O-].C[N+](=O)[O-].C[N+](=O)[O-].C[N+](=O)[O-].C#CC[SiH3]",
  "species": ["C", "C", "C", "Si", "H", "H", "H", "H", "H", "H", "C", "N", "O", "O", "H", "H", "H", "C", "N", "O", "O", "H", "H", "H", "C", "N", "O", "O", "H", "H", "H", "C", "N", "O", "O", "H", "H", "H", "C", "N", "O", "O", "H", "H", "H", "C", "N", "O", "O", "H", "H", "H", "C", "N", "O", "O", "H", "H", "H"],
  "positions_angstrom": [[-1.595, 4.426, 4.387], [-1.108, 3.449, 3.886], [-0.589, 2.220, 3.302], [-2.010, 1.030, 2.899], [-2.148, 5.311, 4.586], [0.135, 1.785, 3.989], [-0.085, 2.497, 2.378], [-3.277, 1.655, 3.323], [-1.895, -0.232, 3.659], [-2.128, 0.781, 1.445], [3.261, 3.258, 1.904], [3.032, 1.860, 1.452], [1.894, 1.432, 1.479], [3.998, 1.241, 1.072], [2.311, 3.680, 2.209], [3.964, 3.232, 2.731], [3.677, 3.795, 1.058], [-2.932, -1.959, 6.840], [-3.720, -0.912, 6.133], [-4.798, -1.226, 5.674], [-3.219, 0.189, 6.061], [-3.499, -2.882, 6.822], [-1.988, -2.061, 6.314], [-2.768, -1.611, 7.854], [5.307, -1.391, 0.531], [6.332, -2.223, 1.220], [6.628, -3.293, 0.731], [6.813, -1.774, 2.243], [4.979, -1.920, -0.352], [4.492, -1.236, 1.225], [5.778, -0.447, 0.280], [1.189, -2.135, -2.218], [2.431, -2.289, -1.412], [2.409, -1.909, -0.261], [3.389, -2.776, -1.975], [0.431, -1.686, -1.588], [1.430, -1.498, -3.064], [0.897, -3.125, -2.553], [1.056, 2.441, -2.666], [2.292, 2.157, -1.889], [2.773, 1.049, -1.971], [2.741, 3.059, -1.205], [0.776, 1.554, -3.220], [0.287, 2.730, -1.955], [1.279, 3.261, -3.340], [-2.635, 0.403, -4.707], [-1.242, 0.926, -4.623], [-0.349, 0.138, -4.376], [-1.081, 2.116, -4.802], [-2.613, -0.658, -4.528], [-3.219, 0.925, -3.956], [-3.000, 0.628, -5.704], [-5.256, -3.929, -4.932], [-4.376, -2.748, -5.149], [-3.435, -2.866, -5.902], [-4.662, -1.730, -4.549], [-4.875, -4.749, -5.527], [-5.230, -4.159, -3.871], [-6.258, -3.644, -5.236]],
  "atomic_forces_ev_per_a": [[-0.2, 0.0, -0.6], [-0.2, 0.0, 0.3], [-0.1, 0.4, 0.0], [-0.4, 0.1, 0.3], [0.1, 0.1, 0.4], [0.1, -0.2, -0.1], [0.2, -0.3, 0.0], [0.0, 0.0, 0.0], [0.2, -0.1, -0.2], [0.2, -0.1, 0.0], [-0.1, 0.1, 0.0], [0.0, 0.0, -0.1], [0.0, 0.0, -0.1], [0.0, 0.0, 0.1], [0.0, 0.0, 0.0], [0.1, -0.1, 0.0], [0.1, 0.0, 0.0], [-0.1, -0.1, 0.0], [0.0, 0.0, 0.0], [0.0, 0.0, 0.0], [0.0, 0.1, 0.1], [0.0, 0.0, 0.0], [0.0, 0.1, 0.0], [0.1, 0.0, 0.0], [0.2, -0.2, -0.1], [0.0, 0.0, 0.0], [0.0, 0.0, 0.0], [0.0, 0.0, 0.0], [0.0, -0.1, 0.0], [0.0, 0.1, 0.0], [0.0, 0.1, 0.1], [-0.1, 0.1, 0.0], [-0.1, 0.2, -0.1], [-0.1, -0.1, 0.0], [0.0, -0.1, 0.0], [0.0, 0.0, 0.0], [0.0, 0.0, 0.0], [0.0, 0.0, -0.1], [0.0, 0.0, -0.1], [0.0, -0.1, 0.1], [0.0, 0.0, 0.0], [-0.1, 0.0, -0.1], [0.2, 0.0, 0.1], [0.0, 0.1, 0.0], [0.0, 0.1, 0.1], [0.2, 0.0, 0.0], [-0.2, 0.1, -0.1], [0.0, -0.1, 0.0], [0.0, -0.1, 0.0], [0.1, 0.0, 0.0], [0.0, 0.0, 0.0], [0.0, 0.0, 0.0], [0.0, -0.1, -0.1], [0.0, 0.0, 0.0], [0.0, 0.0, 0.0], [-0.2, -0.1, 0.0], [0.0, 0.0, 0.0], [0.0, 0.1, 0.0], [0.0, 0.0, 0.1]],
  "mulliken_charge": [0.010, -0.638, -0.150, 0.564, 0.442, 0.326, -0.013, -0.141, -0.196, -0.197, -0.798, 0.904, -0.493, -0.460, 0.248, 0.321, 0.287, -0.715, 0.844, -0.524, -0.474, 0.305, 0.277, 0.286, -0.477, 0.923, -0.564, -0.572, 0.170, 0.242, 0.275, -0.827, 1.015, -0.508, -0.581, 0.289, 0.264, 0.346, -0.543, 0.931, -0.484, -0.566, 0.053, 0.337, 0.316, -0.716, 0.830, -0.519, -0.532, 0.270, 0.318, 0.291, -0.715, 0.845, -0.509, -0.504, 0.312, 0.285, 0.288]
}

---

Q: Which of these has the lowest charge?
A: C10H27AlN2O2PS